{"formula": "C57H57F2N8O2PbSSb", "method": "ωB97M-V/def2-TZVPD", "gap_ev": 8.26, "charge": 2, "total_energy_ha": -3825.4425, "fmax_ev_per_a": 0.28, "lumo_energy_ha": -0.1503, "elements": ["Pb", "N", "C", "C", "C", "C", "N", "C", "N", "N", "C", "O", "O", "H", "H", "H", "H", "H", "H", "H", "H", "H", "H", "H", "H", "H", "H", "F", "C", "C", "C", "C", "C", "F", "C", "C", "C", "C", "C", "C", "N", "H", "H", "H", "H", "H", "H", "C", "C", "C", "C", "C", "C", "C", "N", "C", "N", "C", "C", "C", "C", "C", "C", "C", "N", "C", "C", "C", "C", "C", "C", "C", "H", "H", "H", "H", "H", "H", "H", "H", "H", "H", "H", "H", "H", "H", "H", "H", "H", "H", "H", "H", "H", "H", "S", "Sb", "C", "C", "C", "C", "C", "C", "C", "C", "C", "C", "C", "C", "C", "C", "C", "C", "C", "C", "H", "H", "H", "H", "H", "H", "H", "H", "H", "H", "H", "H", "H", "H", "H"], "positions_angstrom": [[-1.368442, 1.000614, 1.290498], [-1.273244, 2.454590, -0.705908], [-1.046701, 1.623088, -1.909797], [-1.412903, 2.406515, -3.170176], [-1.407114, 1.703128, -4.526592], [-0.093869, 1.070305, -4.961823], [0.216320, -0.187966, -4.293396], [-0.454304, -1.315712, -4.440045], [-0.115515, -2.364246, -3.680918], [-1.385947, -1.454729, -5.387854], [-1.786634, 0.295864, -1.694305], [-2.369678, -0.247520, -2.614307], [-1.690185, -0.209949, -0.500713], [-2.197259, 2.880220, -0.749364], [-0.604396, 3.215999, -0.637209], [0.015677, 1.349338, -1.898708], [-0.735150, 3.266877, -3.216384], [-2.420099, 2.813359, -3.030335], [-1.653569, 2.457861, -5.277313], [-2.205277, 0.962758, -4.532640], [0.746943, 1.735562, -4.756807], [-0.095186, 0.910505, -6.042721], [0.840503, -0.170907, -3.486267], [0.545737, -2.208133, -2.928147], [-0.731090, -3.155432, -3.612095], [-1.747542, -0.644543, -5.858794], [-1.950156, -2.286058, -5.419873], [-0.971834, 4.638868, 5.302145], [-1.765305, 4.120450, 4.362705], [-1.253127, 3.169439, 3.494680], [-2.101831, 2.650363, 2.535984], [-3.433054, 3.044212, 2.397922], [-3.879481, 3.996679, 3.312024], [-5.153190, 4.417724, 3.285678], [-3.074437, 4.542591, 4.292624], [-4.297964, 2.423719, 1.347284], [-5.530776, 2.931570, 0.945066], [-6.264464, 2.245916, -0.008075], [-5.770265, 1.065272, -0.537547], [-4.526459, 0.636196, -0.120701], [-3.806586, 1.311661, 0.783476], [-0.217537, 2.859258, 3.587792], [-3.468982, 5.275686, 4.981908], [-5.911275, 3.845996, 1.366602], [-7.220816, 2.636767, -0.330624], [-6.327480, 0.485700, -1.259639], [-4.081438, -0.270155, -0.508890], [-2.351407, -4.816285, 5.319952], [-1.883048, -3.703873, 6.218191], [-1.684902, -3.905777, 7.577875], [-1.261101, -2.880703, 8.411030], [-1.049678, -1.615494, 7.887627], [-1.252169, -1.382015, 6.534780], [-1.646607, -2.425575, 5.705870], [-1.887328, -2.244102, 4.308625], [-1.392068, -1.269296, 3.500029], [-0.147901, -0.835368, 3.830625], [0.846312, -0.094824, 3.144979], [0.657621, 0.610587, 1.958905], [1.720805, 1.288095, 1.368069], [2.976433, 1.252953, 1.942551], [3.155647, 0.559246, 3.130232], [2.116423, -0.111597, 3.751645], [2.360399, -0.839010, 5.050254], [-2.063070, -0.841119, 2.458500], [-3.314392, -1.481240, 2.166648], [-4.475822, -0.986756, 2.748530], [-5.701913, -1.565725, 2.464110], [-5.756958, -2.645132, 1.592480], [-4.589436, -3.144828, 1.033007], [-3.344395, -2.583579, 1.312828], [-2.084909, -3.151931, 0.716476], [-2.482498, -5.735651, 5.886137], [-1.636580, -5.008618, 4.516777], [-3.315160, -4.586507, 4.854211], [-1.863677, -4.891892, 7.988686], [-1.112842, -3.067365, 9.465749], [-0.745892, -0.799932, 8.530099], [-1.133771, -0.379879, 6.140845], [-2.729069, -2.680106, 3.958018], [0.211149, -1.311078, 4.644683], [1.573297, 1.825342, 0.438763], [3.809733, 1.760638, 1.477564], [4.133438, 0.540282, 3.595997], [3.361617, -0.627009, 5.418121], [2.282011, -1.924112, 4.931234], [1.661244, -0.534134, 5.833768], [-4.405556, -0.138569, 3.420772], [-6.603266, -1.183584, 2.924957], [-6.707230, -3.106823, 1.358248], [-4.638652, -3.999628, 0.368968], [-2.292870, -4.105051, 0.233929], [-1.318663, -3.320788, 1.476418], [-1.665577, -2.462964, -0.020760], [2.112532, -0.504931, -1.717599], [3.861301, 0.072691, -3.061529], [5.561218, 0.709728, -2.022605], [6.554917, -0.228192, -1.756589], [7.687314, 0.160022, -1.052698], [7.821158, 1.472870, -0.623362], [6.828573, 2.406272, -0.894433], [5.693245, 2.028623, -1.596653], [4.426469, -1.539791, -4.275789], [5.205007, -1.357850, -5.418464], [5.508685, -2.448628, -6.220019], [5.047448, -3.712567, -5.875887], [4.290003, -3.894604, -4.727231], [3.972518, -2.807294, -3.923227], [3.199054, 1.634740, -4.309163], [2.721926, 2.800690, -3.707690], [2.229564, 3.834523, -4.492233], [2.203084, 3.703701, -5.875985], [2.655392, 2.536329, -6.474139], [3.152655, 1.498429, -5.693959], [6.457531, -1.253084, -2.095845], [8.466527, -0.561973, -0.847071], [8.708720, 1.773776, -0.082567], [6.942910, 3.431293, -0.566595], [4.933910, 2.768326, -1.819772], [5.597469, -0.381636, -5.678727], [6.111358, -2.312481, -7.108164], [5.289886, -4.560724, -6.502388], [3.947964, -4.884428, -4.453889], [3.381504, -2.943498, -3.024675], [2.718676, 2.902204, -2.627633], [1.872489, 4.744389, -4.026527], [1.833237, 4.515719, -6.488231], [2.625521, 2.431703, -7.550930], [3.487932, 0.587173, -6.173095]], "atomic_forces_ev_per_a": [[-0.099, -0.152, 0.143], [0.218, 0.037, 0.022], [-0.023, 0.099, 0.106], [-0.019, 0.025, -0.001], [-0.119, 0.078, -0.088], [0.055, -0.026, -0.027], [-0.200, 0.070, -0.112], [0.026, -0.080, -0.099], [-0.030, -0.001, 0.044], [-0.007, -0.015, 0.025], [0.059, -0.032, 0.099], [-0.032, -0.165, 0.083], [-0.028, 0.058, -0.141], [0.013, 0.031, 0.015], [0.009, -0.013, -0.065], [-0.001, 0.044, -0.065], [-0.025, -0.003, -0.007], [0.004, 0.009, 0.034], [-0.032, 0.023, 0.010], [-0.006, 0.068, -0.047], [-0.248, -0.102, -0.031], [0.001, -0.053, -0.009], [0.201, 0.055, 0.137], [0.000, -0.004, -0.034], [0.007, 0.005, -0.010], [0.010, -0.012, 0.017], [0.025, 0.000, -0.009], [-0.005, -0.014, -0.024], [0.041, 0.026, 0.046], [-0.015, -0.024, -0.031], [-0.178, -0.035, -0.125], [-0.009, 0.025, -0.016], [-0.064, 0.045, -0.011], [0.022, -0.010, 0.019], [-0.018, 0.035, 0.015], [0.096, -0.049, 0.051], [-0.009, 0.040, 0.038], [-0.022, 0.014, -0.017], [-0.029, -0.026, -0.015], [0.073, 0.094, 0.105], [-0.140, -0.066, -0.169], [-0.027, -0.009, 0.003], [0.000, -0.005, -0.004], [-0.012, 0.001, 0.001], [-0.002, -0.018, 0.019], [0.004, 0.019, -0.008], [0.016, 0.005, 0.018], [0.019, -0.001, 0.027], [0.038, -0.051, -0.015], [-0.015, -0.021, 0.008], [-0.003, 0.036, -0.026], [0.005, -0.022, 0.009], [-0.066, 0.041, 0.025], [0.124, -0.140, -0.136], [-0.237, 0.152, 0.042], [0.216, -0.124, 0.012], [-0.045, 0.117, 0.005], [0.070, -0.079, -0.014], [-0.049, 0.038, -0.049], [0.017, -0.106, 0.068], [-0.003, -0.012, -0.037], [0.058, 0.068, -0.011], [0.017, -0.057, 0.069], [0.004, 0.002, -0.038], [0.104, -0.102, -0.118], [0.042, 0.141, 0.125], [-0.065, 0.012, 0.024], [0.019, -0.004, 0.009], [0.034, 0.006, -0.015], [-0.031, 0.002, -0.006], [0.011, -0.069, -0.084], [0.014, 0.046, -0.004], [0.013, 0.001, 0.000], [-0.008, 0.015, 0.003], [0.003, -0.003, 0.016], [-0.005, 0.012, 0.000], [0.010, 0.002, -0.005], [0.000, -0.004, 0.001], [-0.019, -0.019, 0.012], [-0.046, 0.099, 0.038], [0.011, 0.029, -0.003], [-0.002, 0.010, 0.004], [0.029, 0.019, -0.023], [-0.011, 0.004, -0.006], [0.001, -0.010, -0.017], [-0.027, 0.008, 0.002], [0.015, 0.006, -0.002], [0.003, -0.008, -0.001], [0.005, 0.008, -0.019], [0.009, -0.003, 0.007], [0.001, 0.001, 0.010], [-0.008, -0.021, -0.010], [-0.016, -0.008, 0.009], [-0.039, -0.050, 0.062], [0.086, -0.014, 0.203], [-0.114, -0.137, 0.001], [0.050, 0.005, -0.025], [0.002, 0.074, 0.047], [-0.024, 0.001, -0.021], [-0.004, 0.006, -0.005], [-0.006, -0.003, -0.002], [0.056, -0.051, 0.009], [-0.033, -0.001, -0.044], [0.062, -0.028, 0.092], [0.008, 0.017, 0.027], [-0.003, -0.009, 0.014], [0.002, 0.007, 0.026], [0.021, 0.011, -0.104], [0.070, 0.069, -0.019], [0.037, -0.010, -0.069], [0.036, 0.007, -0.001], [0.018, 0.017, -0.005], [0.043, 0.000, 0.014], [0.046, 0.071, 0.040], [0.001, 0.004, -0.009], [-0.008, 0.009, 0.001], [-0.010, -0.002, 0.002], [0.005, -0.010, -0.006], [0.002, -0.005, 0.005], [-0.024, 0.013, -0.005], [-0.001, -0.004, 0.006], [-0.005, 0.000, 0.006], [0.009, 0.010, -0.008], [-0.026, 0.004, -0.016], [0.009, -0.002, 0.003], [0.013, 0.004, -0.007], [-0.016, -0.009, 0.005], [0.004, 0.004, 0.004], [0.014, 0.000, 0.008]], "lowdin_charge": [1.50, 0.03, -0.28, -0.13, -0.17, -0.15, 0.09, -0.46, 0.21, 0.23, -0.59, 0.07, -0.16, 0.10, 0.11, 0.09, 0.12, 0.13, 0.13, 0.09, 0.08, 0.13, -0.03, 0.04, 0.13, 0.11, 0.13, 0.10, -0.26, -0.03, -0.21, -0.12, -0.20, 0.09, 0.10, -0.21, 0.02, -0.02, -0.02, -0.10, 0.03, 0.11, 0.15, 0.12, 0.12, 0.12, 0.11, -0.03, -0.21, -0.03, -0.06, -0.07, -0.04, -0.19, 0.16, -0.34, 0.15, -0.20, -0.22, -0.16, -0.07, -0.02, -0.19, -0.03, 0.03, -0.28, -0.04, -0.07, -0.07, -0.03, -0.22, -0.02, 0.08, 0.09, 0.09, 0.12, 0.11, 0.11, 0.12, 0.13, 0.10, 0.07, 0.11, 0.12, 0.09, 0.10, 0.08, 0.12, 0.11, 0.11, 0.12, 0.08, 0.08, 0.06, 0.12, 1.30, -0.36, -0.11, -0.06, -0.06, -0.07, -0.12, -0.37, -0.12, -0.06, -0.06, -0.07, -0.14, -0.36, -0.15, -0.08, -0.06, -0.07, -0.12, 0.10, 0.11, 0.11, 0.11, 0.09, 0.11, 0.11, 0.11, 0.11, 0.07, 0.09, 0.11, 0.12, 0.12, 0.09]}